Molecular formula: C45H79ClINO11P
Method: DFT, ωB97M-V/def2-TZVPD

Structure (ORCA input):
```
! wB97M-V def2-TZVPD RIJCOSX def2/J DEFGRID3
* xyz 1 1
C 1.91561 -1.67919 6.21536
C 0.66958 -1.12528 5.47344
C 1.02247 -0.52968 4.09469
I 2.19036 -2.03545 3.02035
C -0.14766 0.14563 3.33693
C -0.12143 0.25139 1.76319
C 1.19448 0.60955 1.04118
C 1.86315 1.74474 1.82517
C 3.11745 1.65451 2.36927
C 3.58907 2.73780 3.09065
C 2.85118 3.86720 3.28800
C 3.33396 5.04231 4.11100
C 1.58514 3.96416 2.71916
C 1.11484 2.89630 2.00330
C -0.95267 -1.01999 1.35266
C -0.32108 -2.05746 0.44962
O -1.31169 -2.66363 -0.42011
C -0.67723 -3.34113 -1.46916
C -0.11756 -4.73234 -1.22928
O -0.60653 -2.80190 -2.54674
N -1.83525 -1.47056 2.49772
C -3.23943 -1.82247 2.07742
C -4.27840 -0.68548 1.97266
C -5.70334 -1.27880 2.18866
C -5.97738 -1.68073 3.63092
O -6.15096 -0.53330 4.48008
C -6.16793 -1.02383 5.77730
O -7.16426 -1.42907 6.31536
P -1.23172 -3.05874 3.28223
C -1.68369 -4.47331 2.18517
O -2.10873 -3.32275 4.65371
C -1.63472 -0.31375 3.45531
C -2.40708 -0.26690 4.78554
C -3.00123 1.12575 5.07951
C -1.96741 2.26620 5.04557
Cl -3.77212 1.16032 6.71055
H 1.80001 -1.45263 7.27868
H 2.02432 -2.75261 6.06357
H 2.80569 -1.15309 5.85770
H -0.10692 -1.89286 5.43887
H 0.26914 -0.29044 6.06928
H 1.75440 0.25680 4.29550
H -0.06758 1.19380 3.64152
H -0.77920 1.05811 1.43226
H 1.87204 -0.21812 0.83469
H 0.92924 1.05089 0.06854
H 3.70297 0.74969 2.23596
H 4.57046 2.71134 3.56046
H 2.91947 4.95333 5.12511
H 4.41995 5.10294 4.20450
H 2.92787 5.97634 3.71307
H 0.94482 4.83132 2.84226
H 0.11301 2.96733 1.58536
H -1.71761 -0.59734 0.67960
H 0.21064 -2.87090 0.96011
H 0.41552 -1.59700 -0.22207
H 0.87198 -4.65356 -0.76775
H -0.79517 -5.26260 -0.54931
H -0.08456 -5.27569 -2.17171
H -3.68683 -2.61369 2.68862
H -3.16623 -2.26135 1.07749
H -4.17469 0.12226 2.69696
H -4.26887 -0.32001 0.94099
H -5.89470 -2.11298 1.50812
H -6.37845 -0.43822 1.98806
H -5.17400 -2.30300 4.07209
H -6.89045 -2.28775 3.69635
H -5.21361 -1.07607 6.33327
H -0.73912 -4.93000 1.87155
H -2.22209 -5.22753 2.77238
H -2.24941 -4.23049 1.28292
H -2.78395 -4.00392 4.50981
H -2.09843 0.53554 2.92945
H -3.28191 -0.92534 4.67440
H -1.88279 -0.62092 5.67292
H -3.79780 1.37965 4.37470
H -1.84301 2.62559 4.01406
H -0.99164 1.91052 5.39182
H -2.26094 3.11703 5.66035
C 2.82315 2.90741 -2.41546
C 2.54863 4.05035 -1.47380
O 1.43740 4.25714 -1.03668
C 3.71541 4.92877 -1.10017
H 1.90305 2.35834 -2.60158
H 3.19977 3.29370 -3.36236
H 3.55567 2.22712 -1.97389
H 4.13264 5.39408 -1.99392
H 4.48375 4.33497 -0.60170
H 3.37666 5.70886 -0.41988
C 2.68496 -0.84460 -6.26401
C 1.95086 -0.74959 -4.95259
O 1.90891 0.29042 -4.32650
C 1.27292 -1.99381 -4.44899
H 3.12389 0.12378 -6.50394
H 3.48236 -1.58448 -6.19151
H 1.99100 -1.12265 -7.06014
H 2.01436 -2.77841 -4.29421
H 0.51858 -2.32380 -5.16557
H 0.78572 -1.78145 -3.50157
C 5.60198 -4.22756 -2.90545
C 4.83906 -3.08418 -3.52505
O 4.04202 -3.26651 -4.41812
C 5.11043 -1.70074 -2.98485
H 5.31062 -5.15888 -3.38675
H 6.67383 -4.07982 -3.04482
H 5.37445 -4.29483 -1.84002
H 6.16208 -1.44532 -3.12767
H 4.86154 -1.65926 -1.92278
H 4.49564 -0.97543 -3.51715
C 0.86416 2.22684 -9.97783
C 0.38289 0.93852 -9.35704
O 0.63270 -0.13480 -9.85406
C -0.42433 1.04613 -8.08652
H 1.42862 2.00301 -10.88065
H 0.01226 2.85538 -10.24180
H 1.51253 2.75842 -9.27929
H -1.33360 1.62160 -8.26641
H 0.17146 1.52570 -7.30718
H -0.70275 0.04794 -7.75265
C 5.87129 1.90503 -4.98390
C 6.24782 2.94164 -3.95399
O 5.59025 3.94443 -3.80239
C 7.47862 2.67316 -3.12306
H 4.97111 2.22452 -5.50557
H 6.67752 1.79026 -5.71029
H 5.67430 0.94918 -4.49650
H 8.35445 2.59151 -3.76846
H 7.35133 1.74962 -2.55487
H 7.63089 3.49579 -2.42712
C -8.81260 -0.63253 -1.26409
C -8.84383 0.32099 -0.09557
O -7.82707 0.80150 0.35515
C -10.19397 0.65059 0.48706
H -7.78234 -0.78024 -1.58302
H -9.23291 -1.59596 -0.97083
H -9.38270 -0.22016 -2.09749
H -10.67336 -0.25779 0.85542
H -10.82345 1.11805 -0.27144
H -10.07009 1.34365 1.31656
*
```

Calculated values
LUMO level	-0.0848	hartree
strongest force on any atom	3.04	eV Å⁻¹
calculated total energy	-101863.5670	eV
highest occupied orbital energy	-10.743	eV